Entry from the OMol25 dataset: 8 unconnected molecules or ions with the total composition C33H65BrN5O22 in a non-equilibrium geometry (ωB97M-V with the def2-TZVPD basis set).

The calculation puts the frontier orbital gap at 0.294 Ha. The net charge is +1.

Last column: Löwdin charge in e.
Element x y z (Å)
C (-1.48602, -0.44560, -2.28969)  -0.1450
C (-1.82623, 1.16472, -2.58750)  -0.6382
Br (-0.57696, 2.36630, -1.51990)  0.7319
C (-1.79474, 1.48442, -4.20190)  -0.1446
N (-3.10393, 2.23047, -4.53474)  -0.1138
C (-3.12366, 3.71715, -4.83517)  -0.0438
C (-2.94664, 4.47152, -3.22891)  -0.1538
C (-4.23749, 5.55587, -2.81392)  0.0066
O (-4.01832, 4.05941, -2.16805)  -0.2744
C (-4.24130, 1.41275, -4.53112)  -0.1391
N (-4.32342, -0.09465, -4.27860)  0.0881
C (-5.79306, -0.51798, -4.36884)  0.0930
N (-6.43515, 0.82172, -4.65612)  -0.1522
C (-7.96508, 0.76666, -4.77097)  -0.1131
C (-8.55223, 2.00080, -3.80704)  -0.1853
C (-9.28917, 3.15852, -4.73742)  -0.2035
C (-10.27207, 4.05975, -3.78157)  -0.2927
N (-9.61701, 4.54562, -2.49832)  -0.0571
N (-5.62537, 1.96540, -4.79145)  0.1437
H (-0.31491, -0.54132, -2.34751)  0.0883
H (-1.79160, -0.62276, -1.16945)  0.0801
H (-2.05254, -1.17093, -3.01520)  0.0804
H (-2.89471, 1.33551, -2.08894)  0.1035
H (-0.89491, 2.22868, -4.38261)  0.1311
H (-1.70014, 0.51157, -4.87949)  0.1515
H (-2.20380, 4.10469, -5.45201)  0.1456
H (-4.15372, 4.12301, -5.22382)  0.1189
H (-1.78827, 4.77774, -2.85703)  0.1462
H (-4.06795, 5.98197, -1.72241)  0.1311
H (-5.31135, 5.27193, -3.22534)  0.1112
H (-6.24287, -1.59821, -4.24526)  0.1717
H (-8.31786, -0.23175, -4.21976)  0.1415
H (-8.34618, 0.83968, -5.87825)  0.1384
H (-9.29697, 1.55607, -3.00440)  0.1271
H (-7.68773, 2.53331, -3.21983)  0.1061
H (-9.96723, 2.59249, -5.53513)  0.1227
H (-8.49542, 3.81486, -5.31385)  0.1109
H (-10.53899, 5.04426, -4.39860)  0.1283
H (-11.29506, 3.51080, -3.55203)  0.1225
H (-9.60984, 3.80813, -1.75514)  0.0663
H (-10.23580, 5.33533, -2.15974)  0.0754
H (-5.97486, 2.93551, -4.97696)  0.1660
C (6.70452, 2.58957, -0.73737)  -0.0358
O (5.56091, 2.46674, 0.10599)  -0.0150
C (4.40408, 2.90032, -0.45547)  -0.5544
O (4.28190, 3.36546, -1.57787)  0.1108
O (3.40684, 2.72692, 0.44825)  -0.0169
C (2.12161, 3.14300, -0.00901)  -0.1221
H (7.57176, 2.21366, -0.18757)  0.0848
H (6.58304, 1.98629, -1.64282)  0.1022
H (6.88622, 3.63894, -0.99112)  0.1023
H (1.81685, 2.56193, -0.88544)  -0.0083
H (2.12001, 4.21449, -0.23371)  0.1032
H (1.40152, 2.95882, 0.79303)  0.0862
C (4.65248, 0.73972, 3.11811)  -0.0489
O (5.02442, -0.42346, 3.85490)  -0.0085
C (6.21000, -0.96660, 3.47957)  -0.5503
O (6.94345, -0.54793, 2.59762)  0.1053
O (6.43804, -2.05631, 4.25532)  -0.0359
C (7.65993, -2.73433, 3.97020)  -0.0437
H (3.68994, 1.08919, 3.50163)  0.0963
H (5.38903, 1.53744, 3.25836)  0.1033
H (4.53415, 0.50249, 2.05589)  0.0905
H (8.51682, -2.07552, 4.14442)  0.0988
H (7.66195, -3.11045, 2.94205)  0.1013
H (7.73907, -3.58812, 4.64880)  0.0980
C (12.59014, -4.14647, 8.34449)  -0.0515
O (11.46417, -3.69845, 7.59238)  -0.0124
C (10.40459, -3.31497, 8.34848)  -0.5598
O (10.35229, -3.32696, 9.56839)  0.1110
O (9.41326, -2.91606, 7.51218)  -0.0201
C (8.22669, -2.48185, 8.17366)  -0.0475
H (13.37727, -4.42757, 7.63943)  0.0945
H (12.97139, -3.34380, 8.98394)  0.0994
H (12.33074, -5.02770, 8.94009)  0.0992
H (8.43342, -1.61263, 8.80640)  0.1007
H (7.79280, -3.29645, 8.76250)  0.1011
H (7.50249, -2.18641, 7.40948)  0.0868
C (-14.05568, 6.11109, -2.86260)  -0.0554
O (-15.35753, 5.52908, -2.88772)  -0.0038
C (-15.38846, 4.24977, -3.33928)  -0.5574
O (-14.42526, 3.59568, -3.70735)  0.0909
O (-16.67668, 3.82441, -3.31057)  -0.0043
C (-16.86242, 2.48441, -3.76213)  -0.0496
H (-14.14966, 7.13308, -2.48520)  0.0974
H (-13.39688, 5.55440, -2.18834)  0.0909
H (-13.63248, 6.15423, -3.87137)  0.0958
H (-16.31577, 1.78262, -3.12392)  0.0980
H (-16.55141, 2.38244, -4.80685)  0.0987
H (-17.92851, 2.25023, -3.69634)  0.0975
C (4.34793, -4.49477, 3.64201)  -0.0505
O (4.88054, -5.80247, 3.84307)  -0.0096
C (4.36565, -6.45622, 4.91497)  -0.5591
O (3.51945, -6.02239, 5.68100)  0.1090
O (4.95549, -7.67612, 4.98703)  -0.0111
C (4.50750, -8.48118, 6.07571)  -0.0520
H (4.82992, -4.06565, 2.75926)  0.0949
H (3.26987, -4.54123, 3.45717)  0.0987
H (4.56758, -3.85216, 4.50072)  0.0939
H (3.43575, -8.68701, 5.98830)  0.0983
H (4.73345, -7.99799, 7.03177)  0.0992
H (5.04474, -9.43276, 6.03594)  0.0948
C (-4.08097, -3.10878, -0.02831)  -0.0575
O (-3.70903, -4.27196, 0.70849)  -0.0057
C (-2.52345, -4.81509, 0.33315)  -0.5577
O (-1.79000, -4.39643, -0.54880)  0.1013
O (-2.29541, -5.90480, 1.10890)  -0.0056
C (-1.07352, -6.58282, 0.82379)  -0.0469
H (-5.04351, -2.75930, 0.35522)  0.0940
H (-3.34442, -2.31106, 0.11195)  0.0850
H (-4.19930, -3.34601, -1.09052)  0.0930
H (-0.21663, -5.92401, 0.99801)  0.0988
H (-1.07150, -6.95894, -0.20437)  0.0994
H (-0.99438, -7.43661, 1.50239)  0.0976
C (9.92849, 0.00302, 1.28354)  -0.0447
O (10.83729, -0.65725, 0.40472)  -0.0059
C (11.57111, 0.17985, -0.37132)  -0.5599
O (11.50916, 1.39936, -0.36849)  0.1046
O (12.38561, -0.57494, -1.15116)  -0.0110
C (13.22269, 0.17792, -2.02666)  -0.0532
H (9.39528, -0.76168, 1.85506)  0.0743
H (10.46901, 0.64426, 1.98724)  0.1043
H (9.19394, 0.58260, 0.71513)  0.0831
H (13.89493, 0.82628, -1.45537)  0.0990
H (12.61992, 0.76458, -2.72743)  0.0977
H (13.83044, -0.52614, -2.60169)  0.0942



Entry from the OMol25 dataset: a molecular structure, C21H17IrN3O4S3 (ωB97M-V with the def2-TZVPD basis set).

The calculation puts the frontier orbital gap (alpha / beta) at 0.289 / 0.197 Ha. The spin multiplicity is 6. The relative energy (zero: lowest compared OMol25 entry of this formula, charge and spin) comes out at 4.7 kcal/mol. The net charge is +2.

Last column: Löwdin charge in e.
Element x y z (Å)
Ir (-1.18964, 0.75375, 0.48836)  1.2852
S (-2.14459, -1.10127, -0.68786)  0.7509
C (-2.59664, 0.11340, -1.86052)  -0.7074
C (-3.21831, -0.04737, -3.07917)  -0.0369
C (-3.45125, 1.10136, -3.83718)  -0.0108
C (-3.06023, 2.33604, -3.35491)  -0.0086
C (-2.44224, 2.41518, -2.10865)  -0.0748
N (-2.23072, 1.32321, -1.38846)  -0.1349
H (-3.50681, -1.03014, -3.42357)  0.1232
H (-3.93604, 1.02389, -4.80098)  0.1289
H (-3.22479, 3.24039, -3.92256)  0.1250
H (-2.11398, 3.35623, -1.68835)  0.1313
C (-4.57976, -0.28877, 1.61325)  -0.0801
C (-3.51067, -0.14180, 2.64279)  -0.6280
N (-2.29677, 0.31638, 2.40593)  -0.0927
C (-1.53110, 0.36122, 3.55516)  -0.3288
C (-2.16352, -0.09070, 4.66338)  -0.2936
S (-3.76464, -0.53319, 4.26860)  1.1745
C (-0.20125, 0.95973, 3.43369)  -0.3307
C (0.69091, 1.22905, 4.41258)  -0.2986
S (2.01314, 2.08988, 3.75931)  1.1630
C (1.31934, 2.05137, 2.21086)  -0.6052
N (0.17045, 1.40479, 2.17536)  -0.0712
C (1.97950, 2.74554, 1.06565)  -0.0582
H (-4.55263, 0.55667, 0.92656)  0.0825
H (-5.56322, -0.32497, 2.07777)  0.0884
H (-4.44429, -1.21036, 1.04569)  0.0660
H (-1.79265, -0.15045, 5.67288)  0.0947
H (0.62658, 1.00481, 5.46420)  0.0942
H (2.29691, 3.73990, 1.37708)  0.0962
H (1.30641, 2.82916, 0.21877)  0.0659
H (2.86393, 2.19991, 0.73591)  0.0961
O (1.99559, 1.67730, -2.09641)  0.0994
C (1.59382, 0.72548, -1.45751)  -0.5951
O (0.55118, 0.71483, -0.70335)  -0.2499
C (2.39801, -0.56108, -1.51781)  -0.0431
C (3.41431, -0.61273, -2.54324)  0.0770
C (4.25962, -1.67666, -2.71253)  0.0763
C (4.07080, -2.71353, -1.80390)  -0.1496
O (4.73402, -3.84681, -1.71088)  0.1425
C (4.18400, -4.59701, -0.61584)  -0.0124
O (3.12334, -3.78655, -0.08347)  0.1330
C (3.06738, -2.67334, -0.79112)  -0.1423
C (2.20445, -1.59467, -0.63444)  0.1016
H (3.47885, 0.25867, -3.18089)  0.1391
H (5.01591, -1.72075, -3.48194)  0.1468
H (4.95160, -4.72783, 0.14307)  0.1688
H (3.76949, -5.52752, -0.99568)  0.1687
H (1.43620, -1.57060, 0.12438)  0.1337



Entry from the OMol25 dataset: 2 unconnected molecules or ions with the total composition C3H8NO3 in a non-equilibrium geometry (ωB97M-V with the def2-TZVPD basis set).

The calculation puts the frontier orbital gap at 0.287 Ha. The relative energy (zero: lowest compared OMol25 entry of this formula, charge and spin) comes out at 65.0 kcal/mol. The net charge is -1.

Last column: Löwdin charge in e.
Element x y z (Å)
O (-2.50166, -0.45759, 0.26603)  -0.0601
C (-1.47850, 0.15681, -0.09914)  -0.5113
N (-0.16719, -0.10674, 0.08773)  0.0912
C (0.45323, -1.57934, 0.34010)  -0.4350
O (1.64273, -1.69833, -0.09136)  -0.2526
C (-1.95602, 1.63271, -0.74502)  -0.0253
H (0.59477, 0.43745, -0.24712)  0.0910
H (-0.28194, -2.07054, -0.15042)  0.0535
H (0.64898, -1.72315, 1.44837)  0.1149
H (-1.95391, 1.72053, -1.81367)  0.0299
H (-2.96856, 1.63103, -0.36644)  0.0333
H (-1.30217, 2.32458, -0.12051)  0.0680
H (3.12467, 0.54575, 0.13160)  -0.0961
H (2.78662, -0.82113, 0.57974)  0.0021
O (3.35895, 0.00795, 0.78010)  -0.1034



Number 1: M 963.80 g/mol. Number 2: M 663.80 g/mol. Number 3: M 106.10 g/mol.